The following is a quantum chemistry calculation of the molecule C5H8O at a distorted geometry, from OMol25.

XYZ file:
```
14
C5H8O ωB97M-V with the def2-TZVPD basis set
H 2.271 -0.245 -1.416
C -2.016 0.172 0.608
O -1.765 0.309 1.792
C 1.595 0.159 -0.667
H -0.033 -1.173 -1.311
H 1.555 -1.741 0.497
C -0.910 0.615 -0.289
C 1.180 -0.724 0.473
H 1.058 -0.273 1.455
H -1.255 1.091 -1.234
H -3.020 -0.153 0.302
H 1.737 1.218 -0.463
C 0.190 -0.380 -0.602
H -0.554 1.139 0.666
```

Its structure (SMILES) is O=CCC1CC1. The HOMO energy is -9.807 eV. The calculation puts the HOMO-LUMO gap at 0.395 Eh. For the max |F|, the calculation gives 2.90 eV Å⁻¹.